C6H10 as an isolated structure. Source: OMol25; level of theory: the ωB97M-V functional and the def2-TZVPD basis.

The value obtained for the LUMO energy is 0.040 Eh. As for the HOMO energy: -8.12 eV. Its molar mass is 82.1 g/mol. The multiplicity is 1. The electronic energy comes out at -234.50944 Eh. As for the orbital gap: 9.2 eV. As for the energy relative to the best compared isomer or geometry (same formula, charge and spin): 2.533 eV.

Structure (XYZ):
```
16
Properties=species:S:1:pos:R:3:forces:R:3:lowdin_charge:R:1
H -0.995866 -1.957992 -0.032363 0.2 0.0 -1.4 0.101
C 1.092042 0.349444 1.284801 -0.6 -0.2 0.4 -0.148
C -0.951074 0.301652 -1.962787 -0.1 0.0 -0.1 -0.064
H 1.210534 1.606677 -0.571471 0.0 -0.3 0.4 0.114
H -0.228704 0.695279 -2.689399 -0.1 -0.1 0.1 0.078
H -0.181457 1.924817 0.443547 -0.1 -0.3 -0.2 0.114
H -1.751935 1.046289 -1.869126 0.1 -0.1 0.0 0.079
C 0.234992 -1.026485 1.379353 -1.4 -0.7 0.7 -0.165
H -0.999582 -1.615255 1.777439 2.7 3.0 0.8 0.196
C -0.311226 -1.114843 0.031447 -0.2 -0.1 -0.4 -0.171
H -1.378702 -0.620257 -2.366263 0.0 0.2 0.0 0.076
H 0.777912 -1.804236 1.895543 0.6 -0.4 -0.7 0.065
H 1.133745 0.924562 2.208658 -0.2 0.1 0.0 0.088
H 2.159198 0.141269 1.032679 -0.9 -0.6 0.3 0.116
C 0.477105 1.114733 0.091262 -0.1 -0.2 0.1 -0.167
C -0.286982 0.034346 -0.653320 0.0 -0.3 0.0 -0.312
```
Forces are in eV/Å.


A 2-piece molecular cluster, C6H10 overall. Source: OMol25; level of theory: the ωB97M-V functional and the def2-TZVPD basis.

The value obtained for the LUMO energy is 0.046 Eh. As for the HOMO energy: -7.22 eV. Its molar mass is 82.1 g/mol. The multiplicity is 1. The electronic energy comes out at -234.43357 Eh. As for the orbital gap: 8.5 eV. As for the energy relative to the best compared isomer or geometry (same formula, charge and spin): 4.597 eV.

Structure (XYZ):
```
16
Properties=species:S:1:pos:R:3:forces:R:3:lowdin_charge:R:1
H 1.044665 -0.227271 -1.597522 0.0 0.0 0.0 0.087
H 1.235960 1.302000 1.053896 -0.1 0.0 0.2 0.068
C -2.317979 -0.369761 -0.305287 0.5 1.1 0.7 -0.040
C 0.755021 -1.356949 0.252152 0.1 0.2 -0.3 -0.146
H 1.714291 -1.879450 0.303950 0.1 -0.1 0.1 0.073
C 1.651937 1.026036 0.088717 0.1 -0.2 -0.1 -0.144
C 0.873121 -0.087957 -0.535325 -3.5 1.0 0.1 -0.269
H 2.688628 0.720654 0.253698 0.2 0.1 0.0 0.070
H 0.429449 -1.149327 1.270232 0.0 0.0 0.2 0.070
H -2.896520 -1.155766 -0.725034 -0.3 -0.4 -0.1 0.087
H -1.312692 1.497136 -1.184848 -0.2 0.3 -0.2 0.071
C -1.284321 0.647383 -0.528154 3.2 -1.6 0.2 -0.106
C -2.042629 0.424581 0.704426 0.0 -0.6 -1.1 -0.037
H -2.229314 0.738380 1.702524 -0.1 0.1 0.4 0.087
H 0.031344 -2.032027 -0.204412 0.0 -0.1 0.0 0.065
H 1.659038 1.902341 -0.549017 0.0 0.2 -0.1 0.065
```
Forces are in eV/Å.


One molecule with the formula C6H10. Source: OMol25; level of theory: the ωB97M-V functional and the def2-TZVPD basis.

The value obtained for the LUMO energy is 0.005 Eh. As for the HOMO energy: -9.65 eV. Its molar mass is 82.1 g/mol. The multiplicity is 1. The electronic energy comes out at -234.48166 Eh. As for the orbital gap: 9.8 eV. As for the energy relative to the best compared isomer or geometry (same formula, charge and spin): 3.289 eV.

Structure (XYZ):
```
16
Properties=species:S:1:pos:R:3:forces:R:3:lowdin_charge:R:1
H -2.206531 1.318489 0.583402 0.1 -0.2 0.0 0.077
H 0.301204 -0.078162 -1.904945 0.0 0.1 0.2 0.120
H -1.057540 0.526751 1.676493 -0.1 0.0 -0.2 0.068
H 2.460531 -1.094968 -0.789773 -0.2 0.2 0.2 0.085
C 1.323175 1.770075 0.309118 0.0 -1.0 -0.3 0.240
C 2.102407 -0.679285 0.164100 0.1 0.0 0.1 -0.059
H -0.371176 1.405272 -1.239104 0.0 -0.1 0.0 0.104
C -1.791418 0.346018 0.881846 0.0 0.0 0.0 -0.112
H -0.800231 -1.368060 0.000843 -0.1 0.2 -0.1 0.101
H -2.609862 -0.248244 1.303161 0.1 0.1 -0.1 0.069
H 2.976164 -0.427190 0.771699 -0.2 0.0 -0.1 0.076
H 1.547135 -1.472395 0.683322 0.1 0.2 -0.1 0.078
C 1.227588 0.525572 -0.082570 0.2 0.5 0.2 -0.476
H -1.925935 -0.549497 -1.079578 0.1 0.0 0.1 0.107
C -0.014806 0.402366 -0.967914 -0.2 0.1 -0.1 -0.217
C -1.160701 -0.376735 -0.310104 0.0 -0.1 0.0 -0.261
```
Forces are in eV/Å.


One molecule with the formula C6H10. Source: OMol25; level of theory: the ωB97M-V functional and the def2-TZVPD basis.

The value obtained for the LUMO energy (spin up / spin down) is 0.025 / 0.029 Eh. As for the HOMO energy (spin up / spin down): -7.02 / -6.88 eV. Its molar mass is 82.1 g/mol. The multiplicity is 1. The electronic energy comes out at -234.37135 Eh. As for the orbital gap (spin up / spin down): 7.7 / 7.7 eV. As for the energy relative to the best compared isomer or geometry (same formula, charge and spin): 6.290 eV.

Structure (XYZ):
```
16
Properties=species:S:1:pos:R:3:forces:R:3:lowdin_charge:R:1
C -0.809950 -0.752889 0.997648 0.0 0.0 -0.1 -0.217
H -1.508072 -1.485798 1.409222 0.1 0.1 -0.1 0.100
H 1.927932 -0.899243 0.464483 -0.1 0.0 -0.1 0.109
H 2.442633 1.189705 -0.734572 -0.1 0.1 0.0 0.091
H 0.104047 2.718957 -0.245125 0.1 -0.1 0.0 0.057
H -0.137346 -0.416208 1.790965 -0.1 0.0 -0.1 0.111
H -1.750981 1.335714 0.708186 0.2 -0.1 -0.2 0.070
C -1.469034 0.392322 0.233694 -0.6 -0.4 -0.4 -0.155
C -0.056294 -1.176858 -0.238735 0.0 -1.0 0.4 -0.212
C 0.407907 1.684847 -0.268263 0.3 0.6 -0.1 0.016
H -0.750698 0.209894 -0.741762 -0.7 0.9 0.4 0.108
H 1.777981 -1.120368 -1.296625 -0.1 0.1 0.1 0.103
C 1.290849 -0.708502 -0.409454 0.5 0.5 -0.1 -0.212
C 1.411466 0.928526 -0.504354 0.2 -0.7 0.0 -0.168
H -2.369710 -0.011490 -0.244532 0.0 0.0 0.1 0.088
H -0.510723 -1.888613 -0.920772 0.1 0.1 0.1 0.113
```
Forces are in eV/Å.


An isolated ion of composition C6H10 and charge +1. Source: OMol25; level of theory: the ωB97M-V functional and the def2-TZVPD basis.

The value obtained for the LUMO energy (spin up / spin down) is -0.184 / -0.290 Eh. As for the HOMO energy (spin up / spin down): -14.71 / -15.95 eV. Its molar mass is 82.1 g/mol. The multiplicity is 2. The electronic energy comes out at -234.25983 Eh. As for the charge: +1. As for the orbital gap (spin up / spin down): 9.7 / 8.1 eV. As for the energy relative to the best compared isomer or geometry (same formula, charge and spin): 0.165 eV.

Structure (XYZ):
```
16
Properties=species:S:1:pos:R:3:forces:R:3:lowdin_charge:R:1
H -0.202779 3.140314 -0.933542 -0.1 -0.3 -0.5 0.089
H -1.842123 1.285603 0.807414 0.1 -0.2 0.1 0.149
C -0.312519 0.341462 -0.281485 -1.2 2.4 0.4 0.050
C -1.156534 2.690718 -0.636509 0.6 1.1 -0.2 -0.099
H 1.562738 -2.698962 1.571406 -0.3 0.2 0.0 0.099
H 2.111956 -3.462906 -0.002665 0.0 0.0 0.1 0.097
C -0.876317 1.589448 0.364782 -0.5 -0.8 -0.2 -0.207
H -0.269662 1.907276 1.214719 0.1 0.0 0.0 0.134
C 0.165114 -0.737664 0.406959 1.0 -1.2 -1.3 -0.017
H 0.144956 -0.788678 1.485167 -0.1 0.1 0.1 0.138
H -1.732916 2.348321 -1.490726 0.2 -0.2 -0.2 0.083
H 1.026091 -1.846599 -1.353193 -0.5 0.4 -0.1 0.132
H -0.362673 0.421443 -1.363277 0.3 -0.7 -0.1 0.141
C 0.856307 -1.775783 -0.286217 0.2 0.3 1.5 -0.058
C 1.536573 -2.685564 0.489598 0.3 -0.7 -0.5 0.180
H -1.705172 3.571981 -0.293810 -0.1 -0.5 0.7 0.089
```
Forces are in eV/Å.


C6H10AgFNO as an isolated structure. Source: OMol25; level of theory: the ωB97M-V functional and the def2-TZVPD basis.

The value obtained for the LUMO energy is -0.173 Eh. As for the HOMO energy: -14.42 eV. Its molar mass is 239.0 g/mol. The multiplicity is 1. The electronic energy comes out at -611.17872 Eh. As for the charge: +1. As for the orbital gap: 9.7 eV.

Structure (XYZ):
```
20
Properties=species:S:1:pos:R:3:forces:R:3:lowdin_charge:R:1
C 0.120393 -0.063163 -0.617468 -0.8 1.6 0.5 -0.154
H 2.653382 -0.437785 -1.124621 0.0 0.0 -0.3 0.089
F 1.391043 1.486301 0.757812 0.5 -0.6 0.3 -0.114
C -1.815575 -0.699812 0.675620 -0.1 0.8 0.0 -0.120
O -0.945670 2.145891 -1.134062 0.0 0.9 -1.8 0.013
H 3.355446 0.262210 0.303939 0.3 0.3 0.3 0.093
H -1.443160 -1.213958 -1.274933 -0.1 -0.4 -0.4 0.134
H -2.800709 0.965435 -0.005117 0.0 0.8 0.5 0.162
H -0.425227 -2.189258 -0.268225 0.2 -0.2 0.4 0.134
C -0.919540 1.103784 -0.519100 0.6 -2.0 0.5 -0.516
N -1.877417 0.765795 0.370129 -1.2 -1.5 0.0 0.090
H 0.446750 0.001916 -1.639510 0.7 -0.2 -0.3 0.155
H -1.560473 -0.865110 1.709023 0.2 -0.1 0.3 0.119
C 1.235856 0.097753 0.423667 0.2 -0.4 -0.8 -0.269
H 0.971920 -0.415886 1.337624 -0.3 0.3 0.4 0.151
Ag -0.090456 3.085798 0.576478 0.0 2.0 1.0 0.927
C 2.574615 -0.389270 -0.050035 0.2 -0.2 0.0 -0.001
C -0.846361 -1.202269 -0.367765 -0.1 -0.2 -0.8 -0.113
H -2.806104 -1.072900 0.484131 -0.3 -0.5 0.2 0.124
H 2.781288 -1.365471 0.362414 0.0 -0.4 0.0 0.096
```
Forces are in eV/Å.


C6H10AgLiO3 as an isolated structure. Source: OMol25; level of theory: the ωB97M-V functional and the def2-TZVPD basis.

The value obtained for the LUMO energy is -0.041 Eh. As for the HOMO energy: -7.27 eV. Its molar mass is 245.0 g/mol. The multiplicity is 1. The electronic energy comes out at -614.74478 Eh. As for the orbital gap: 6.1 eV. As for the energy relative to the best compared isomer or geometry (same formula, charge and spin): 0.000 eV.

Structure (XYZ):
```
21
Properties=species:S:1:pos:R:3:forces:R:3:lowdin_charge:R:1
H -0.233773 0.728295 2.440435 0.2 -0.2 0.0 0.116
H -2.964818 0.416451 -2.966950 0.1 -0.3 0.2 0.089
O -0.747917 -2.311300 1.682864 0.4 0.5 0.6 -0.069
H -0.779472 0.135984 0.798833 1.5 -0.5 1.6 0.135
H -0.041763 0.446649 -2.020609 -0.2 0.1 -0.1 0.052
H -0.717843 -0.625970 -3.251071 -0.1 0.3 0.0 0.056
C 1.435974 0.058806 1.248420 0.5 0.2 0.1 -0.149
H -2.323907 1.572045 -1.831697 0.1 -0.3 0.1 0.094
O -2.373522 -0.332397 -1.079728 -0.2 -0.9 0.5 -0.434
H 1.996366 1.467261 2.714230 0.2 -0.2 -0.2 0.113
C -0.822864 0.371106 -2.792899 0.2 -0.1 -0.1 -0.135
C -0.162746 -1.384521 2.250254 -0.8 -1.0 -0.7 -0.255
H 0.353221 -1.585435 3.211153 -0.1 0.0 -0.2 0.131
C 2.354680 0.851881 1.864608 -0.9 0.0 -0.3 -0.386
C -2.205753 0.513039 -2.157265 0.2 0.0 -0.1 -0.513
C -0.001552 -0.031724 1.680370 -1.6 0.9 -1.6 -0.205
O 3.586041 1.034357 1.503206 0.8 -0.4 -0.5 -0.327
H -0.647799 1.141773 -3.560257 0.0 -0.2 0.1 0.060
Li 4.697729 0.567314 0.242641 -0.5 0.3 0.6 0.807
Ag -2.139516 -2.474458 -0.373055 0.2 1.6 -0.3 0.724
H 1.739233 -0.559146 0.396519 -0.1 0.2 0.2 0.096
```
Forces are in eV/Å.


One molecule with the formula C6H10BN3O2. Source: OMol25; level of theory: the ωB97M-V functional and the def2-TZVPD basis.

The value obtained for the LUMO energy is 0.018 Eh. As for the HOMO energy: -8.18 eV. Its molar mass is 167.0 g/mol. The multiplicity is 1. The electronic energy comes out at -574.23383 Eh. As for the orbital gap: 8.7 eV. As for the energy relative to the best compared isomer or geometry (same formula, charge and spin): 0.795 eV.

Structure (XYZ):
```
22
Properties=species:S:1:pos:R:3:forces:R:3:lowdin_charge:R:1
O -4.184782 -0.169846 -1.362680 0.2 0.1 -0.4 0.170
C 0.080273 -0.773897 0.493119 -0.1 -0.4 0.1 -0.070
H 3.337496 -1.362478 0.443314 -0.1 0.0 -0.1 0.115
C 1.272506 1.270980 -0.321669 0.3 0.2 0.0 -0.152
C -2.109988 0.816316 0.554690 0.5 -0.1 -0.2 -0.110
H 1.245080 -2.386995 0.625159 -0.1 0.2 0.0 0.109
C -3.306271 0.469232 0.918488 -1.0 -0.1 0.1 0.041
H 2.636411 -0.975513 -1.144819 0.1 0.0 0.2 0.118
N 1.244448 -1.409893 0.379453 0.3 -0.2 0.0 -0.036
H -4.896682 -0.529607 -1.895490 0.0 0.0 0.0 0.099
C 2.516685 -0.842683 -0.058566 0.2 0.2 -0.1 -0.195
C 2.524082 0.644248 0.285902 -0.2 -0.2 -0.1 -0.170
H 2.495588 0.760957 1.373623 0.0 0.0 -0.1 0.119
H -6.235000 -0.882176 -0.007630 0.0 0.0 -0.1 0.098
O -5.564325 -0.518582 0.572897 -0.3 0.0 0.3 0.161
N 0.116212 0.512591 0.132529 0.4 -0.5 0.1 -0.173
H 1.328592 1.249301 -1.418754 0.0 0.1 0.1 0.123
H -3.566516 0.583569 1.963674 0.1 0.0 0.1 0.102
B -4.407410 -0.100390 -0.019466 0.5 0.1 0.1 -0.691
H 1.148412 2.309033 -0.001280 0.0 -0.2 -0.1 0.117
N -1.031141 1.249341 0.188654 -0.6 0.9 -0.1 0.112
H 3.425988 1.128359 -0.093742 -0.1 0.0 0.0 0.113
```
Forces are in eV/Å.


One molecule with the formula C6H10Br2Se. Source: OMol25; level of theory: the ωB97M-V functional and the def2-TZVPD basis.

The value obtained for the LUMO energy (spin up / spin down) is 0.000 / 0.015 Eh. As for the HOMO energy (spin up / spin down): -6.64 / -7.72 eV. Its molar mass is 320.9 g/mol. The multiplicity is 1. The electronic energy comes out at -7783.90250 Eh. As for the orbital gap (spin up / spin down): 6.6 / 8.1 eV. As for the energy relative to the best compared isomer or geometry (same formula, charge and spin): 1.227 eV.

Structure (XYZ):
```
19
Properties=species:S:1:pos:R:3:forces:R:3:lowdin_charge:R:1
Br 3.577146 -1.237833 0.934774 0.1 0.1 0.0 0.621
Se -0.402460 1.041419 1.352306 1.5 0.9 -0.5 0.932
H -0.210631 -1.366656 -0.811421 -1.3 0.1 0.5 0.091
C -0.555769 1.424143 -0.425783 -0.5 -0.1 0.0 -0.447
H 1.353673 -1.409806 -1.165506 -0.5 2.1 1.4 0.150
Br -2.692861 -0.641322 1.636619 -1.3 -1.3 0.6 0.647
H -3.191865 -1.427210 -0.703165 0.2 -1.6 -0.8 -0.051
C 0.330076 0.636059 -1.358335 0.4 0.7 1.7 -0.265
H 2.256816 0.506683 2.182543 0.2 0.0 0.0 0.037
H 0.546124 -1.247234 1.466297 0.2 -0.5 0.1 0.080
H 2.431857 1.001563 0.419221 0.0 -1.3 1.3 0.085
C -3.199498 -0.592106 -0.094062 -1.0 3.4 -0.2 -0.572
H -0.245699 0.479925 -2.253670 0.6 0.1 -0.8 0.106
H -3.759519 0.340245 -0.408884 0.8 -1.5 0.5 0.012
C 0.585794 -0.672236 -0.629050 1.3 -2.4 -2.2 -0.290
C 0.812362 -0.425285 0.821943 1.3 0.8 1.1 -0.632
C 2.230068 0.145984 1.161343 -1.0 0.6 -1.6 -0.654
H -1.176861 2.249303 -0.719963 0.0 0.2 -0.2 0.033
H 1.311254 1.194366 -1.405213 -0.9 -0.5 -0.9 0.118
```
Forces are in eV/Å.


C6H10Br9NO as an isolated structure. Source: OMol25; level of theory: the ωB97M-V functional and the def2-TZVPD basis.

The value obtained for the LUMO energy is -0.029 Eh. As for the HOMO energy: -9.78 eV. Its molar mass is 831.3 g/mol. The multiplicity is 1. The electronic energy comes out at -23530.69166 Eh. As for the orbital gap: 9.0 eV. As for the energy relative to the best compared isomer or geometry (same formula, charge and spin): 0.000 eV.

Structure (XYZ):
```
27
Properties=species:S:1:pos:R:3:forces:R:3:lowdin_charge:R:1
C 28.703219 -14.129733 11.604188 1.9 -0.1 0.5 -1.459
C 25.985814 -9.806669 11.274432 1.0 -0.1 -0.1 -0.091
H 23.719263 -13.216373 12.622877 -0.3 0.1 0.1 0.053
Br 29.229038 -14.930247 9.911121 -0.4 0.1 0.5 0.512
Br 25.548974 -15.620714 12.922319 -0.8 -0.1 1.2 0.520
H 26.940210 -10.333048 11.286380 -0.1 -0.2 0.5 0.067
H 23.995601 -10.307591 11.576715 0.0 -0.4 0.4 0.135
Br 29.189817 -15.397166 13.103757 -0.2 1.2 -1.2 0.469
Br 25.886550 -13.217976 9.463927 -0.1 0.4 -1.6 0.553
Br 24.016192 -17.636363 14.904477 0.4 0.3 0.1 0.569
Br 29.792574 -12.394361 11.742209 -1.3 -1.5 0.1 0.476
Br 26.760275 -16.086967 15.828579 -1.1 0.0 -0.2 0.527
H 26.130818 -8.852478 11.780975 -0.1 0.0 0.2 0.083
C 23.852191 -12.316530 13.223473 -0.5 0.8 0.3 -0.020
C 25.101884 -11.619723 12.740728 -0.4 -0.4 0.3 -0.589
C 25.752300 -12.647049 7.536573 -1.4 0.7 0.7 -1.405
Br 25.490853 -10.670276 7.474794 0.3 -1.1 0.0 0.523
H 26.663674 -12.854490 6.975804 -0.3 -0.3 0.3 -0.014
Br 24.134250 -13.443690 6.646258 1.4 0.3 0.7 0.506
H 24.420195 -15.226990 15.282901 0.4 0.0 -0.4 -0.023
O 26.175496 -12.030352 13.130859 0.8 0.3 -0.3 0.015
N 24.919076 -10.605797 11.856646 0.2 0.7 -0.7 0.012
H 23.004164 -11.631878 13.209818 -0.3 -0.2 -0.6 0.073
C 25.051701 -16.001299 14.847304 1.0 -0.3 -0.8 -1.481
H 25.891166 -9.599724 10.208450 -0.8 -0.1 0.0 0.025
H 27.626778 -13.970653 11.667823 0.4 0.3 0.0 -0.115
H 23.920393 -12.564029 14.282806 0.5 -0.3 -0.1 0.080
```
Forces are in eV/Å.